No. 1
# C48H49BNO26PS

A cluster of 7 separate species, C48H49BNO26PS in total at a distorted geometry (wB97M-V/def2-TZVPD, the OMol25 dataset).

Output
- LUMO level: -1.79 eV
- Net charge: 0
- Kohn-Sham gap: 6.2218 eV
- Highest occupied orbital energy: -8.02 eV
- Structure (SMILES): CCCCCCCCCCP(N=C=S)B(O)OC.O=C1C=C(O)C(=O)C=C1O.O=C1C=C(O)C(=O)C=C1O.O=C1C=C(O)C(=O)C=C1O.O=C1C=C(O)C(=O)C=C1O.O=C1C=C(O)C(=O)C=C1O.O=C1C=C(O)C(=O)C=C1O

Geometry as XYZ:
```
127
C48H49BNO26PS | the OMol25 dataset | wB97M-V/def2-TZVPD
C -3.48 -4.21 2.48
C -4.32 -5.49 2.57
C -3.60 -6.73 2.01
C -4.02 -7.14 0.60
C -3.77 -6.08 -0.50
C -5.08 -5.40 -0.91
C -4.91 -4.30 -1.98
C -5.28 -2.90 -1.47
C -4.19 -2.16 -0.69
C -3.22 -1.33 -1.54
P -2.05 -2.29 -2.61
N -1.51 -3.68 -1.65
C -1.03 -4.59 -2.32
S -0.80 -5.85 -3.22
B -0.45 -1.23 -2.75
O -0.50 0.07 -2.36
O 0.71 -1.78 -3.25
C 0.66 -1.71 -4.70
H -2.67 -4.24 3.20
H -4.08 -3.33 2.64
H -3.01 -4.16 1.50
H -5.31 -5.37 2.15
H -4.47 -5.68 3.63
H -2.52 -6.65 2.11
H -3.91 -7.55 2.66
H -5.07 -7.43 0.56
H -3.41 -8.00 0.34
H -3.41 -6.60 -1.38
H -3.02 -5.36 -0.22
H -5.71 -6.20 -1.32
H -5.62 -5.03 -0.05
H -3.93 -4.36 -2.43
H -5.62 -4.54 -2.77
H -5.68 -2.31 -2.28
H -6.11 -3.05 -0.78
H -3.61 -2.83 -0.08
H -4.68 -1.46 -0.01
H -2.59 -0.78 -0.84
H -3.70 -0.58 -2.16
H 0.40 0.32 -2.07
H 0.70 -2.73 -5.06
H -0.27 -1.23 -5.01
H 1.48 -1.11 -5.07
O 1.39 0.85 -0.54
C 1.29 1.03 0.66
C 0.69 2.22 1.24
C 0.64 2.36 2.57
O 0.10 3.43 3.15
C 1.19 1.33 3.50
O 1.12 1.54 4.70
C 1.78 0.12 2.92
C 1.83 -0.02 1.59
O 2.35 -1.10 1.01
H 0.30 2.96 0.56
H 0.19 3.28 4.11
H 2.16 -0.62 3.59
H 2.26 -0.96 0.05
O 3.49 -0.18 5.14
C 4.62 0.20 5.40
C 5.80 -0.22 4.66
C 7.00 0.24 5.02
O 8.12 -0.09 4.39
C 7.18 1.18 6.19
O 8.30 1.54 6.47
C 5.99 1.61 6.91
C 4.78 1.15 6.54
O 3.66 1.51 7.15
H 5.66 -0.89 3.83
H 8.84 0.37 4.86
H 6.12 2.30 7.73
H 2.93 1.05 6.68
O 2.98 4.06 2.80
C 3.59 5.09 3.04
C 4.83 5.13 3.79
C 5.43 6.30 4.02
O 6.57 6.41 4.69
C 4.85 7.60 3.53
O 5.44 8.63 3.79
C 3.61 7.55 2.77
C 3.01 6.38 2.53
O 1.88 6.27 1.84
H 5.24 4.19 4.13
H 6.78 7.36 4.72
H 3.21 8.49 2.41
H 1.66 5.32 1.83
O -11.23 -3.30 -5.68
C -10.61 -3.57 -4.66
C -10.84 -4.77 -3.88
C -10.13 -4.99 -2.77
O -10.29 -6.07 -2.02
C -9.09 -4.02 -2.29
O -8.50 -4.27 -1.26
C -8.85 -2.82 -3.08
C -9.56 -2.61 -4.20
O -9.38 -1.54 -4.96
H -11.59 -5.47 -4.24
H -9.66 -5.98 -1.28
H -8.09 -2.14 -2.73
H -10.01 -1.63 -5.70
O 5.03 -3.77 -7.65
C 4.82 -4.21 -6.53
C 5.78 -5.00 -5.78
C 5.46 -5.46 -4.57
O 6.30 -6.18 -3.83
C 4.13 -5.18 -3.94
O 3.91 -5.64 -2.84
C 3.17 -4.37 -4.68
C 3.49 -3.91 -5.90
O 2.67 -3.16 -6.63
H 6.74 -5.20 -6.25
H 5.82 -6.38 -3.00
H 2.22 -4.17 -4.21
H 3.15 -2.98 -7.46
O 3.78 13.21 -2.35
C 3.69 12.73 -1.24
C 4.75 11.96 -0.60
C 4.57 11.46 0.62
O 5.49 10.75 1.25
C 3.28 11.66 1.37
O 3.19 11.15 2.47
C 2.23 12.45 0.75
C 2.42 12.96 -0.47
O 1.50 13.68 -1.10
H 5.67 11.82 -1.16
H 5.12 10.49 2.12
H 1.32 12.60 1.31
H 1.89 13.92 -1.96
```



No. 2
# C48H49N10O3SSbSr

A structure of composition C48H49N10O3SSbSr at a distorted geometry (wB97M-V/def2-TZVPD, the OMol25 dataset).

Output
- LUMO level: -0.93 eV
- Net charge: 0
- Kohn-Sham gap: 5.0336 eV
- Highest occupied orbital energy: -5.96 eV

Geometry as XYZ:
```
113
C48H49N10O3SSbSr | the OMol25 dataset | wB97M-V/def2-TZVPD
Sr 0.77 1.37 1.91
C -3.33 -1.23 4.38
C -2.66 -0.68 3.15
N -2.46 0.59 2.96
N -3.01 1.42 3.84
C -2.78 2.70 3.83
N -3.61 3.45 4.63
S -1.53 3.57 3.06
C -2.44 -1.59 2.03
C -2.35 -2.98 2.20
C -2.47 -3.80 1.10
C -2.68 -3.22 -0.14
C -2.62 -1.83 -0.23
N -2.51 -1.04 0.81
H -2.63 -1.77 5.01
H -4.13 -1.91 4.11
H -3.74 -0.39 4.94
H -4.56 3.12 4.73
H -3.47 4.44 4.52
H -2.19 -3.40 3.19
H -2.43 -4.87 1.21
H -2.87 -3.83 -1.01
H -2.70 -1.33 -1.19
C -0.73 1.25 6.18
C 0.06 0.30 5.35
C 0.01 -1.08 5.55
C 0.74 -1.91 4.72
C 1.57 -1.34 3.77
C 1.64 0.04 3.69
N 0.87 0.82 4.45
Sb 3.37 1.03 3.04
C 2.95 0.74 1.02
C 2.98 1.78 0.11
C 3.27 1.52 -1.21
C 3.53 0.21 -1.58
C 3.48 -0.79 -0.62
C 3.79 -2.22 -0.96
N 3.20 -0.53 0.65
C 2.27 2.82 3.23
C 2.30 3.40 4.50
C 1.79 4.67 4.67
C 1.27 5.33 3.57
C 1.24 4.67 2.35
C 0.64 5.31 1.13
N 1.75 3.46 2.20
H -0.70 0.98 7.23
H -1.76 1.25 5.84
H -0.35 2.26 6.05
H -0.57 -1.49 6.36
H 0.71 -2.99 4.84
H 2.21 -1.94 3.14
H 2.86 2.80 0.46
H 3.34 2.32 -1.93
H 3.83 -0.02 -2.59
H 4.17 -2.75 -0.09
H 4.52 -2.27 -1.77
H 2.88 -2.73 -1.28
H 2.72 2.83 5.32
H 1.80 5.13 5.65
H 0.86 6.33 3.66
H -0.14 6.00 1.43
H 0.22 4.52 0.49
H 1.42 5.86 0.60
C 3.40 -1.51 -5.07
O 2.34 -2.38 -5.41
C 1.10 -1.80 -5.59
C 0.48 -1.95 -6.82
C -0.78 -1.44 -7.05
C -1.43 -0.77 -6.03
C -0.84 -0.64 -4.78
C 0.44 -1.13 -4.55
N 1.06 -1.03 -3.29
C 0.42 -0.44 -2.17
N 0.21 0.90 -2.37
C -0.85 1.72 -1.90
C -1.15 1.93 -0.54
C -2.29 2.72 -0.30
C -3.05 3.29 -1.31
C -2.69 3.13 -2.64
C -1.59 2.35 -2.93
O -1.24 2.16 -4.27
C -0.16 2.94 -4.75
N 0.23 -1.02 -1.05
C 0.32 -2.36 -0.81
C 0.75 -2.75 0.46
C 0.90 -4.07 0.82
C 0.59 -5.07 -0.09
C 0.08 -4.72 -1.33
C -0.08 -3.40 -1.70
O -0.67 -3.01 -2.87
C -1.24 -3.99 -3.69
H 4.20 -1.62 -5.81
H 3.79 -1.78 -4.09
H 3.08 -0.47 -5.06
H 1.01 -2.50 -7.59
H -1.25 -1.57 -8.01
H -2.42 -0.37 -6.18
H -1.40 -0.19 -3.98
H 1.59 -1.86 -3.07
H 0.45 1.15 -3.32
H -2.57 2.89 0.73
H -3.94 3.87 -1.07
H -3.25 3.59 -3.44
H -0.53 3.67 -5.48
H 0.54 2.27 -5.27
H 0.34 3.47 -3.94
H 0.94 -1.94 1.15
H 1.24 -4.33 1.81
H 0.72 -6.11 0.16
H -0.20 -5.51 -2.01
H -1.76 -3.44 -4.48
H -1.96 -4.60 -3.14
H -0.48 -4.63 -4.14
```



No. 3
# C48H50F4Ge2N3OTl

A structure of composition C48H50F4Ge2N3OTl at a distorted geometry (wB97M-V/def2-TZVPD, the OMol25 dataset).

Output
- LUMO level: -6.64 eV
- Net charge: +2
- Kohn-Sham gap: 4.5922 eV
- Highest occupied orbital energy: -11.23 eV

Geometry as XYZ:
```
109
C48H50F4Ge2N3OTl | the OMol25 dataset | wB97M-V/def2-TZVPD
Tl -0.18 -0.13 -0.80
C -2.08 2.78 -0.20
N -2.14 1.41 0.30
C -2.27 1.43 1.75
C -3.25 0.70 -0.35
C -3.39 -0.77 0.10
N -2.08 -1.30 0.41
C -1.88 -2.57 0.74
C -0.58 -2.91 1.20
F 0.31 -1.84 1.37
C -0.18 -4.19 1.48
F 1.10 -4.41 1.87
C -1.06 -5.25 1.38
C -2.36 -4.96 0.98
F -3.22 -5.97 0.87
C -2.77 -3.68 0.68
F -4.04 -3.49 0.26
H -2.98 3.35 0.06
H -1.99 2.77 -1.29
H -1.21 3.28 0.23
H -3.20 1.92 2.09
H -1.42 1.96 2.18
H -2.26 0.40 2.12
H -3.04 0.72 -1.43
H -4.20 1.22 -0.18
H -3.89 -1.32 -0.71
H -4.06 -0.83 0.97
H -0.76 -6.26 1.60
C 1.40 5.24 -0.40
N 1.77 3.93 0.12
C 2.01 3.86 1.55
C 1.80 2.85 -0.63
C 1.41 2.98 -2.07
O 2.09 1.72 -0.13
H 1.56 5.99 0.37
H 0.35 5.27 -0.70
H 2.01 5.49 -1.27
H 2.91 4.42 1.82
H 2.13 2.82 1.84
H 1.16 4.29 2.08
H 2.04 3.69 -2.61
H 0.38 3.33 -2.13
H 1.49 2.01 -2.55
C 2.24 -0.04 2.87
Ge 0.48 -0.31 3.81
C 0.23 -2.23 4.30
C 1.43 -2.88 4.53
C 1.43 -4.24 4.81
C 0.24 -4.95 4.82
C -0.95 -4.29 4.58
C -0.97 -2.93 4.32
C 0.05 1.27 4.99
C 1.02 2.25 5.03
C 1.01 3.23 6.03
C 0.00 3.25 6.95
C -1.04 2.31 6.91
C -2.11 2.33 7.84
C -3.11 1.40 7.79
C -3.10 0.41 6.80
C -2.08 0.36 5.88
C -1.03 1.29 5.91
H 2.61 -1.02 2.55
H 2.97 0.42 3.53
H 2.11 0.57 1.98
H 2.36 -2.34 4.49
H 2.37 -4.74 4.99
H 0.25 -6.01 5.02
H -1.88 -4.85 4.58
H -1.91 -2.45 4.10
H 1.81 2.26 4.29
H 1.81 3.95 6.07
H -0.02 4.00 7.73
H -2.10 3.10 8.61
H -3.92 1.43 8.50
H -3.89 -0.32 6.77
H -2.08 -0.39 5.10
C 5.10 1.63 0.76
Ge 4.01 0.60 -0.58
C 3.93 -1.36 -0.14
C 5.15 -1.82 0.35
C 5.36 -3.18 0.51
C 4.36 -4.08 0.19
C 3.14 -3.62 -0.26
C 2.92 -2.26 -0.42
C 4.17 1.36 -2.42
C 4.92 2.50 -2.53
C 5.10 3.13 -3.78
C 4.52 2.60 -4.90
C 3.74 1.43 -4.82
C 3.13 0.87 -5.97
C 2.38 -0.27 -5.88
C 2.20 -0.90 -4.64
C 2.77 -0.38 -3.51
C 3.56 0.78 -3.57
H 6.15 1.61 0.46
H 5.01 1.20 1.75
H 4.80 2.68 0.80
H 5.93 -1.12 0.60
H 6.32 -3.53 0.86
H 4.54 -5.14 0.28
H 2.35 -4.32 -0.49
H 1.94 -1.93 -0.76
H 5.40 2.93 -1.66
H 5.71 4.02 -3.83
H 4.65 3.07 -5.86
H 3.27 1.36 -6.92
H 1.92 -0.70 -6.77
H 1.62 -1.81 -4.59
H 2.65 -0.87 -2.56
```